1.
This record from the Open Molecules 2025 dataset describes a structure of composition C41H42HfP2S at a distorted geometry. The level of theory is ωB97M-V with the def2-TZVPD basis set.

The geometry in XYZ format:
```
87
Properties=species:S:1:pos:R:3:forces:R:3:lowdin_charge:R:1
Hf 0.034 -0.119 2.649 1.5 0.5 1.0 1.401
C -1.875 -0.245 4.576 -1.8 -1.1 -1.2 -0.124
C -2.286 -0.400 3.264 -1.3 0.1 1.5 -0.239
C -2.968 0.733 2.472 -0.1 -0.1 -0.1 -0.144
C -2.014 1.761 1.797 0.0 0.0 -0.4 -0.174
C -0.680 2.082 2.488 -0.2 0.6 1.6 -0.245
C -0.572 2.337 3.866 0.2 0.5 -2.1 -0.088
C -1.712 2.339 4.817 -0.9 0.0 0.9 -0.127
C -2.172 0.955 5.390 0.7 0.8 0.7 -0.135
C 1.689 -1.042 1.624 0.1 -0.3 -0.5 -0.296
H -1.583 -1.148 5.120 0.0 0.2 -0.1 0.132
H -2.575 -1.403 2.914 0.7 0.3 0.4 0.099
H -3.709 1.267 3.105 0.5 -0.4 -0.2 0.133
H -3.543 0.266 1.655 0.2 0.2 0.4 0.130
H -1.802 1.437 0.760 0.0 0.1 0.4 0.118
H -2.571 2.704 1.680 0.2 -0.2 0.0 0.146
H 0.140 2.357 1.801 0.0 0.2 0.4 0.138
H 0.360 2.729 4.266 0.1 -0.2 -0.3 0.114
H -2.600 2.815 4.369 0.5 0.0 -0.1 0.134
H -1.450 2.951 5.702 0.0 -0.2 -0.6 0.139
H -1.719 0.820 6.383 -0.3 0.1 -0.5 0.091
H -3.268 1.012 5.545 0.4 -0.3 -0.2 0.158
H 2.172 -1.779 2.292 -0.1 0.2 -0.2 0.018
H 2.453 -0.284 1.376 0.0 -0.1 0.0 0.031
H 1.424 -1.557 0.691 0.3 0.1 0.1 0.005
P -0.029 -1.616 -3.055 0.2 -1.2 -1.0 0.976
P 1.646 0.814 -3.140 1.4 0.2 -1.2 0.972
C -0.878 -0.090 -3.542 0.7 1.1 0.1 -0.322
C -0.073 1.001 -3.682 -1.1 -1.0 0.0 -0.330
C -0.525 -2.818 -4.380 -0.3 0.1 -0.1 -0.395
C -1.588 -2.550 -5.261 0.1 -0.5 -0.2 -0.099
C -1.915 -3.474 -6.268 0.2 0.1 0.2 -0.068
C -1.170 -4.655 -6.398 0.0 0.2 0.2 -0.069
C -0.109 -4.929 -5.522 -0.3 0.3 0.0 -0.071
C 0.214 -4.014 -4.515 -0.4 0.3 -0.2 -0.103
C -1.090 -2.098 -1.675 -0.7 0.6 0.2 -0.355
C -0.824 -1.372 -0.499 0.2 -0.5 0.3 -0.136
C -1.428 -1.765 0.681 0.1 -0.1 0.1 -0.160
C -2.510 -2.655 0.657 0.3 -0.1 0.4 -0.067
C -2.822 -3.317 -0.534 0.0 0.3 -0.1 -0.035
C -2.086 -3.076 -1.701 0.1 0.1 0.7 -0.025
C 2.418 1.166 -4.839 0.2 0.2 0.2 -0.339
C 2.225 0.245 -5.888 0.0 0.2 0.2 -0.104
C 2.716 0.511 -7.171 0.1 0.1 0.4 -0.076
C 3.441 1.682 -7.419 -0.2 -0.1 0.3 -0.077
C 3.664 2.589 -6.380 -0.1 -0.3 0.2 -0.074
C 3.168 2.328 -5.093 -0.1 -0.1 -0.3 -0.088
C 1.974 2.365 -2.246 -0.5 0.4 -0.1 -0.431
C 3.210 2.503 -1.589 -0.4 0.2 -0.1 -0.122
C 3.498 3.676 -0.898 -0.3 0.1 0.0 -0.084
C 2.556 4.713 -0.843 0.2 -0.1 0.0 -0.088
C 1.329 4.570 -1.486 -0.3 -0.1 0.0 -0.089
C 1.018 3.392 -2.176 0.7 0.2 0.4 -0.100
H -1.964 -0.105 -3.690 0.4 0.3 -0.3 0.077
H -0.386 1.935 -4.166 -0.2 -0.3 0.3 0.086
H -2.163 -1.624 -5.169 0.2 -0.4 -0.1 0.090
H -2.756 -3.257 -6.942 0.5 -0.2 0.3 0.114
H -1.419 -5.358 -7.196 0.1 0.2 0.3 0.111
H 0.464 -5.852 -5.627 -0.2 0.3 0.0 0.111
H 1.039 -4.216 -3.833 -0.1 0.0 -0.2 0.101
H -0.111 -0.545 -0.504 0.2 -0.4 -0.2 0.086
H -0.942 -1.536 1.712 -1.2 -0.9 -1.7 0.024
H -3.091 -2.834 1.561 0.2 -0.3 -0.2 0.108
H -3.645 -4.026 -0.564 0.1 0.1 0.1 0.123
H -2.291 -3.632 -2.619 0.1 0.2 0.3 0.121
H 1.677 -0.683 -5.702 0.1 0.3 -0.1 0.092
H 2.536 -0.202 -7.975 0.1 0.1 0.2 0.108
H 3.833 1.877 -8.416 -0.1 0.0 0.3 0.109
H 4.227 3.503 -6.567 -0.1 -0.2 0.1 0.108
H 3.362 3.047 -4.297 -0.1 -0.2 -0.2 0.094
H 3.933 1.688 -1.632 -0.1 0.2 0.0 0.107
H 4.455 3.780 -0.401 0.0 0.1 0.0 0.106
H 2.785 5.626 -0.289 -0.1 -0.3 -0.2 0.108
H 0.591 5.378 -1.454 0.3 -0.2 0.0 0.108
H 0.047 3.282 -2.655 0.3 0.1 0.1 0.082
S 1.306 -0.016 4.665 -0.3 -0.2 0.3 0.742
C 0.863 -0.474 6.352 0.1 0.0 1.1 -0.585
C 0.990 -1.803 6.792 -0.5 0.2 -0.3 -0.093
C 0.383 -2.186 7.998 0.0 0.4 0.2 -0.049
C -0.275 -1.239 8.805 0.3 0.0 -0.5 -0.042
C -0.193 0.117 8.453 0.3 -0.4 0.0 -0.066
C 0.434 0.511 7.266 -0.3 -0.5 -0.4 -0.129
H 1.550 -2.510 6.183 -0.3 0.0 0.1 0.114
H 0.434 -3.221 8.330 0.0 0.2 -0.2 0.120
H -0.808 -1.563 9.710 0.4 0.3 -0.5 0.125
H -0.616 0.862 9.118 0.1 0.0 -0.1 0.119
H 0.549 1.561 7.011 -0.2 -0.1 0.0 0.112
```
Forces are in eV/Å.

Values from the calculation:
HOMO level ... -11.389 eV
Energy relative to the best compared isomer or geometry (same formula, charge and spin) ... 0.00 kcal/mol
Total charge ... +2
Max |F| ... 2.39 eV/A
Electronic energy ... -73898.1025 eV
E_LUMO ... -7.90 eV

***

2.
This record from the Open Molecules 2025 dataset describes a structure of composition C41H42N3O6PPbS3 at a distorted geometry. The level of theory is ωB97M-V with the def2-TZVPD basis set.

The geometry in XYZ format:
```
97
Properties=species:S:1:pos:R:3:forces:R:3:lowdin_charge:R:1
Pb 1.299 0.606 1.549 0.5 -0.4 -0.7 1.485
C 3.747 -2.950 -1.348 -1.0 0.2 -1.4 -0.046
C 4.115 -1.675 -2.014 0.8 1.0 -0.8 -0.260
C 3.340 -1.284 -3.124 0.6 -1.3 0.4 -0.082
C 3.478 -0.071 -3.700 1.2 3.7 0.2 -0.086
C 4.422 0.830 -3.123 -0.7 -0.1 -0.3 -0.093
C 5.314 0.416 -2.140 -0.4 0.3 -1.1 -0.107
C 5.168 -0.823 -1.592 -0.6 -1.7 0.8 -0.050
H 4.515 -3.675 -1.298 1.1 -0.6 0.5 0.067
H 2.951 -3.420 -1.953 0.1 0.2 0.5 0.085
H 3.350 -2.635 -0.417 -0.3 -0.5 1.3 0.072
H 2.720 -2.017 -3.593 -0.6 -0.4 0.1 0.101
H 2.906 0.393 -4.524 0.0 -1.0 0.5 0.111
H 4.375 1.889 -3.380 0.4 -0.3 -0.4 0.085
H 6.177 0.986 -1.870 0.0 0.7 0.3 0.100
H 5.872 -1.089 -0.778 -0.7 -0.2 -0.6 0.123
C 2.927 -0.891 5.431 0.9 2.5 -2.0 0.019
C 2.672 0.233 4.354 1.3 -3.6 -1.2 -0.435
O 2.955 -0.042 3.116 -1.1 0.2 1.5 -0.195
C 2.292 1.447 4.823 -0.7 3.6 0.1 -0.019
C 2.226 2.628 3.984 -0.5 -0.9 2.2 -0.291
C 2.396 3.897 4.705 0.6 3.3 -0.5 -0.046
N 1.991 2.600 2.682 1.3 1.1 -1.9 -0.071
N 2.348 3.707 1.912 -0.8 -2.5 1.5 0.126
C 2.705 3.332 0.629 1.9 0.3 -1.9 -0.450
O 3.089 2.228 0.178 -1.4 0.7 1.7 -0.067
C 2.963 4.497 -0.316 -1.3 0.6 2.3 -0.156
C 3.138 4.259 -1.656 0.3 0.3 -0.3 -0.039
C 3.347 5.375 -2.426 0.0 0.6 -3.0 -0.085
C 3.221 6.707 -1.994 0.3 -1.1 -0.6 -0.095
C 3.026 6.922 -0.665 0.0 0.7 1.6 -0.102
C 2.920 5.816 0.184 -0.6 0.1 1.4 -0.028
H 2.214 -1.655 5.362 -1.1 -1.0 -0.1 0.060
H 2.867 -0.332 6.338 0.2 -0.4 1.1 0.055
H 3.914 -1.301 5.218 0.0 0.0 0.3 0.089
H 2.262 1.660 5.930 0.0 -0.4 -1.5 0.135
H 2.629 4.762 4.018 -0.4 -1.1 0.4 0.088
H 3.179 3.973 5.438 0.8 -0.8 0.2 0.077
H 1.572 4.270 5.311 -0.8 -0.6 -0.3 0.093
H 3.106 3.264 -2.096 0.2 0.2 0.3 0.103
H 3.566 5.219 -3.521 -0.4 0.2 1.2 0.118
H 3.261 7.533 -2.688 0.2 0.0 -0.2 0.101
H 3.004 7.962 -0.259 -0.2 -1.0 -0.3 0.118
H 2.694 5.988 1.293 0.5 -0.4 -1.8 0.124
S -1.123 3.138 0.263 0.6 -0.2 0.3 0.336
P -1.851 2.028 -1.180 -0.1 1.2 -2.1 0.003
S -0.608 0.530 -1.591 0.6 -0.4 0.5 0.439
C -2.013 2.987 -2.745 0.6 0.1 0.7 -0.367
C -0.911 3.050 -3.620 0.3 0.2 0.6 -0.110
C -0.934 3.986 -4.650 0.2 0.8 0.5 -0.081
C -1.994 4.901 -4.750 0.5 -0.8 -0.9 -0.088
C -3.119 4.737 -3.963 -0.5 0.8 -0.1 -0.094
C -3.109 3.829 -2.907 -0.9 0.6 0.1 -0.090
C -3.474 1.456 -0.892 -0.8 -0.6 1.0 -0.411
C -4.324 2.205 -0.064 -0.3 -1.6 0.5 -0.107
C -5.432 1.605 0.541 -0.7 2.0 -1.0 -0.058
C -5.891 0.409 0.037 -0.2 -0.1 0.3 -0.076
C -5.084 -0.270 -0.808 0.3 -2.1 -1.4 -0.099
C -3.848 0.163 -1.230 -0.5 0.5 0.3 -0.087
H 0.028 2.515 -3.324 -1.1 0.3 -0.7 0.079
H -0.064 4.182 -5.278 -0.1 -0.4 0.2 0.103
H -1.878 5.690 -5.504 -0.5 -0.3 0.3 0.109
H -4.011 5.370 -4.147 0.7 -0.3 0.4 0.115
H -3.965 3.955 -2.187 1.0 -0.8 -0.7 0.122
H -4.134 3.219 0.153 0.6 0.9 0.4 0.076
H -6.052 2.263 1.153 0.1 -0.4 0.1 0.110
H -6.843 -0.062 0.177 -0.5 0.3 0.9 0.111
H -5.388 -1.254 -1.184 0.0 0.4 0.3 0.113
H -3.302 -0.543 -1.814 0.8 0.0 -0.3 0.086
C -0.987 -8.889 -0.593 0.5 1.2 -0.8 -0.057
C -2.141 -7.936 -0.346 0.7 0.3 1.8 -0.275
C -2.820 -7.300 -1.385 -0.8 1.2 0.9 -0.038
C -3.543 -6.133 -1.108 -0.2 0.6 0.4 -0.021
C -3.462 -5.600 0.210 -1.6 1.4 -0.8 -0.292
C -3.137 -6.332 1.272 3.0 -4.1 -0.8 -0.077
C -2.367 -7.526 0.998 -1.6 0.8 -0.8 0.001
S -3.688 -3.856 0.664 -1.6 1.6 -4.2 0.692
O -4.904 -3.577 1.439 2.2 -0.8 -0.1 -0.305
O -3.621 -3.264 -0.700 0.0 -0.3 2.1 -0.357
N -2.292 -3.423 1.385 -0.2 0.8 -0.4 -0.148
C -2.153 -3.276 2.824 1.9 0.2 0.2 -0.227
C -1.889 -1.798 3.238 -0.1 -0.2 -0.1 -0.070
C -0.698 -1.099 2.546 -0.2 -0.5 0.6 -0.670
O -0.443 0.070 3.042 0.4 -1.1 -0.9 -0.193
O -0.060 -1.679 1.622 -0.6 0.9 1.0 -0.133
H -1.032 -9.772 0.011 0.1 -0.5 0.5 0.061
H -0.028 -8.305 -0.374 -1.2 -1.0 -0.4 0.112
H -0.984 -9.212 -1.647 0.2 0.2 0.4 0.076
H -2.758 -7.653 -2.392 0.0 -0.3 -0.4 0.105
H -4.237 -5.626 -1.820 1.3 -0.3 0.4 0.130
H -3.269 -6.003 2.251 -0.1 0.5 1.5 0.091
H -2.023 -8.125 1.828 0.3 0.0 0.0 0.105
H -1.640 -2.790 0.841 -1.1 -1.1 0.5 0.133
H -1.293 -3.916 3.112 -0.2 0.5 0.0 0.124
H -2.984 -3.711 3.344 -0.8 0.1 0.1 0.099
H -1.688 -1.700 4.338 -0.5 -0.1 -1.0 0.134
H -2.770 -1.199 2.934 0.3 -0.2 0.5 0.131
```
Forces are in eV/Å.

Values from the calculation:
HOMO level (alpha / beta) ... -8.416 / -8.523 eV
Energy relative to the best compared isomer or geometry (same formula, charge and spin) ... 89.66 kcal/mol
Max |F| ... 5.07 eV/A
Electronic energy ... -106992.3627 eV
E_LUMO (alpha / beta) ... -3.11 / -2.25 eV